ORCA calculation (wB97M-V/def2-TZVPD) on a cluster of 3 separate species, ClN2O10 in total in a non-equilibrium geometry.

Cartesian coordinates (Å):
O -1.84 4.56 0.49
O -2.02 2.61 1.13
O -0.65 -0.87 -1.60
O -0.18 3.51 1.60
O 3.27 -3.71 0.52
O 2.46 -1.63 1.21
N -1.23 0.09 -2.09
O -1.33 0.24 -3.33
N -1.34 3.57 1.17
O -1.88 0.84 -1.24
O 1.34 -3.65 1.75
Cl 2.04 -2.84 0.87
O 1.35 -2.72 -0.46

Summary:
- 2S+1: 2
- Electronic energy: -1321.52765 a.u.
- ⟨S²⟩: 0.7567
- Total charge: -2
- LUMO (alpha / beta): 5.53 / 1.44 eV
- Orbital gap (alpha / beta): 8.17 / 3.57 eV

ORCA calculation (wB97M-V/def2-TZVPD) on a structure of composition ClNO3S in a non-equilibrium geometry.

Cartesian coordinates (Å):
N -1.26 -0.62 -0.32
Cl -1.03 1.25 -0.27
O -2.33 -1.05 -0.17
S 1.52 0.58 0.43
O 1.85 0.42 -0.91
O 1.25 -0.58 1.24

Summary:
- Electronic energy: -1138.75104 a.u.
- LUMO: -1.77 eV
- Orbital gap: 9.29 eV

ORCA calculation (wB97M-V/def2-TZVPD) on a cluster of 2 separate species, ClNO4S in total in a non-equilibrium geometry.

Cartesian coordinates (Å):
S -1.65 -0.54 -0.66
O -0.68 0.56 -0.61
O 2.11 1.57 1.29
Cl -1.96 -1.06 1.42
O -1.32 -1.73 -1.45
N 2.12 0.84 0.38
O 1.38 0.37 -0.37

Summary:
- Electronic energy: -1213.89502 a.u.
- LUMO (alpha / beta): -3.63 / -1.18 eV
- Orbital gap (alpha / beta): 6.14 / 9.61 eV

ORCA calculation (wB97M-V/def2-TZVPD) on the molecule ClNO4S in a non-equilibrium geometry.

Cartesian coordinates (Å):
N -0.82 0.23 0.76
S 0.45 -0.10 -0.62
Cl 1.99 -0.61 0.40
O -0.44 1.10 1.45
O -1.80 -0.41 0.74
O 0.70 1.16 -1.22
O -0.08 -1.38 -1.50

Summary:
- 2S+1: 3
- Electronic energy: -1213.76515 a.u.
- ⟨S²⟩: 2.0157
- LUMO (alpha / beta): -1.03 / -5.05 eV
- Orbital gap (alpha / beta): 6.74 / 6.56 eV

ORCA calculation (wB97M-V/def2-TZVPD) on the molecule ClNO5S in a non-equilibrium geometry.

Cartesian coordinates (Å):
Cl -1.78 1.51 1.99
O 1.90 -1.05 -0.04
O 1.25 0.90 -0.68
N 1.16 -0.21 -0.34
O -1.35 -0.36 -1.29
O -1.13 -1.34 1.05
O -0.60 1.45 0.84
S -0.71 -0.50 -0.01

Summary:
- SMILES string: O=[N+]([O-])S(=O)(=O)OCl
- Electronic energy: -1289.07094 a.u.
- LUMO: -2.03 eV
- Orbital gap: 8.45 eV

ORCA calculation (wB97M-V/def2-TZVPD) on the molecule ClOP.

Cartesian coordinates (Å):
P -0.31 -0.65 0.00
O -1.28 0.45 0.00
Cl 1.59 0.19 0.00

Summary:
- SMILES string: O=PCl
- Electronic energy: -876.82293 a.u.
- LUMO: -1.19 eV
- Orbital gap: 9.81 eV

ORCA calculation (wB97M-V/def2-TZVPD) on a structure of composition CoF2HO2P in a non-equilibrium geometry.

Cartesian coordinates (Å):
O 1.09 -0.42 0.08
Co 2.95 0.12 0.18
P -0.33 0.19 0.02
O -1.02 -1.19 0.00
F -0.64 1.08 1.26
F -0.53 1.08 -1.24
H 0.06 -1.78 0.05

Summary:
- 2S+1: 6
- Electronic energy: -2074.01411 a.u.
- ⟨S²⟩: 8.7616
- Total charge: +2
- LUMO (alpha / beta): -10.11 / -17.43 eV
- Orbital gap (alpha / beta): 9.11 / 7.16 eV

ORCA calculation (wB97M-V/def2-TZVPD) on a structure of composition CrI in a non-equilibrium geometry.

Cartesian coordinates (Å):
Cr 0.85 0.49 -1.08
I -0.85 -0.49 1.08

Summary:
- 2S+1: 5
- Electronic energy: -1341.80470 a.u.
- ⟨S²⟩: 6.4933
- Total charge: +1
- LUMO (alpha / beta): -8.47 / -6.70 eV
- Orbital gap (alpha / beta): 5.62 / 7.67 eV

ORCA calculation (wB97M-V/def2-TZVPD) on a structure of composition CsH2O in a non-equilibrium geometry.

Cartesian coordinates (Å):
H 1.05 0.35 0.61
Cs -1.79 -1.54 0.05
H -0.03 0.84 -0.35
O 0.77 0.35 -0.31

Summary:
- Electronic energy: -96.36604 a.u.
- Total charge: +1
- LUMO: -4.16 eV
- Orbital gap: 12.08 eV

ORCA calculation (wB97M-V/def2-TZVPD) on a structure of composition CsH2O in a non-equilibrium geometry.

Cartesian coordinates (Å):
H 0.28 1.26 0.01
H 0.16 0.33 1.20
O -0.04 0.39 0.26
Cs -0.40 -1.98 -1.48

Summary:
- 2S+1: 2
- Electronic energy: -95.75184 a.u.
- ⟨S²⟩: 0.7526
- Total charge: +2
- LUMO (alpha / beta): -9.65 / -18.06 eV
- Orbital gap (alpha / beta): 16.58 / 8.15 eV